Entry 1:
Below is 2 unconnected molecules or ions with the total composition CIO4S, with properties calculated with ωB97M-V with the def2-TZVPD basis set.

Geometry (Å):
1 C 1.495 0.374 0.333
2 O -1.254 -1.640 -1.046
3 O 2.007 1.260 -0.216
4 O -1.253 0.720 -1.530
5 O -2.188 0.080 0.651
6 S -1.403 -0.296 -0.514
7 I 2.596 -0.498 2.320

Total charge: -1
HOMO (spin up / spin down), eV: -3.789 / -3.789
ΔE to the lowest compared entry with this formula, charge and spin, kcal/mol: 28.4
E, eV: -28163.20793

Entry 2:
Below is a single C21H26N6O4 molecule, with properties calculated with ωB97M-V with the def2-TZVPD basis set.

Geometry (Å):
1 C 1.607 -4.102 -3.687
2 O 0.927 -3.580 -2.566
3 C 1.748 -2.991 -1.597
4 C 2.449 -1.699 -2.070
5 N 1.562 -0.863 -2.824
6 N 1.696 -0.740 -4.150
7 N 0.777 0.027 -4.560
8 N 0.008 0.433 -3.564
9 C 0.483 -0.119 -2.470
10 C -0.064 0.005 -1.090
11 C -1.310 -0.853 -1.014
12 C -2.334 -0.652 -1.925
13 C -3.483 -1.421 -1.876
14 C -3.606 -2.401 -0.909
15 C -2.595 -2.611 0.013
16 C -1.441 -1.840 -0.029
17 O -0.395 -1.974 0.853
18 C -0.495 -2.941 1.871
19 N -0.385 1.406 -0.828
20 C -1.136 1.641 0.386
21 C -0.287 1.499 1.664
22 N 0.851 2.386 1.587
23 C 1.108 3.482 2.341
24 O 1.999 4.267 2.045
25 C 0.332 3.737 3.569
26 C 0.315 4.923 4.260
27 C -0.489 4.713 5.400
28 C -0.897 3.416 5.332
29 O -0.411 2.817 4.235
30 C 1.647 2.170 0.394
31 C 0.768 2.286 -0.860
32 H 2.007 -3.309 -4.328
33 H 0.868 -4.670 -4.247
34 H 2.422 -4.767 -3.376
35 H 1.081 -2.765 -0.764
36 H 2.524 -3.693 -1.256
37 H 3.281 -1.934 -2.738
38 H 2.831 -1.156 -1.201
39 H 0.681 -0.397 -0.383
40 H -2.207 0.116 -2.672
41 H -4.274 -1.258 -2.591
42 H -4.495 -3.012 -0.862
43 H -2.716 -3.381 0.759
44 H -0.578 -3.951 1.459
45 H 0.429 -2.861 2.444
46 H -1.346 -2.742 2.530
47 H -1.523 2.663 0.329
48 H -1.982 0.953 0.426
49 H 0.074 0.467 1.752
50 H -0.898 1.726 2.532
51 H 0.822 5.819 3.969
52 H -0.726 5.424 6.164
53 H -1.511 2.821 5.980
54 H 2.103 1.174 0.455
55 H 2.435 2.923 0.377
56 H 0.391 3.309 -0.933
57 H 1.358 2.080 -1.754

Structure (SMILES): COCCn1nnnc1[C@H](c1ccccc1OC)N1CCN(C(=O)c2ccco2)CC1
HOMO, eV: -8.341
ΔE to the lowest compared entry with this formula, charge and spin, kcal/mol: 85.3
E, eV: -39327.11364

Entry 3:
Below is a molecular structure, C14H12AuF5N2S3, with properties calculated with ωB97M-V with the def2-TZVPD basis set.

Geometry (Å):
1 Au 1.412 0.599 -0.464
2 S 0.539 -1.260 -1.496
3 C 1.989 -2.149 -1.970
4 C 1.897 -3.140 -2.949
5 C 2.993 -3.945 -3.206
6 C 4.184 -3.760 -2.503
7 C 4.301 -2.755 -1.562
8 C 3.209 -1.914 -1.308
9 S 3.393 -0.534 -0.232
10 H 0.967 -3.278 -3.486
11 H 2.918 -4.723 -3.955
12 H 5.038 -4.394 -2.708
13 H 5.235 -2.597 -1.038
14 C -2.633 -1.009 1.485
15 C -2.027 0.257 1.997
16 C -2.712 1.291 2.567
17 C -1.995 2.430 2.952
18 N -0.688 2.561 2.741
19 C -0.033 1.566 2.150
20 S 1.642 1.630 1.750
21 N -0.696 0.406 1.861
22 C -2.676 3.601 3.585
23 H -3.702 -1.029 1.676
24 H -2.170 -1.877 1.956
25 H -2.463 -1.080 0.408
26 H -3.781 1.226 2.709
27 H -0.150 -0.320 1.411
28 H -3.651 3.335 3.988
29 H -2.810 4.376 2.828
30 H -2.044 4.017 4.366
31 F -1.136 2.129 -0.217
32 C -0.159 1.803 -1.134
33 F 0.482 2.981 -1.433
34 C -0.968 1.457 -2.408
35 F -1.832 0.462 -2.150
36 F -1.688 2.527 -2.788
37 F -0.183 1.113 -3.424

HOMO, eV: -7.679
E, eV: -67479.44983

Entry 4:
Below is a single C3H5N3O molecule, with properties calculated with ωB97M-V with the def2-TZVPD basis set.

Geometry (Å):
1 H -1.975 0.893 -0.033
2 N -1.130 1.663 0.100
3 C -0.075 0.791 0.054
4 N 1.224 0.903 -0.200
5 N 1.814 -0.376 -0.122
6 C 0.898 -1.239 0.130
7 C -0.495 -0.588 0.452
8 O -1.637 -0.946 -0.524
9 H 1.900 1.837 -0.063
10 H 1.041 -2.298 0.204
11 H -1.014 -0.485 1.439
12 H -2.186 -1.492 0.385

Structure (SMILES): [H]/N=C1/NN=C[C@@H]1O
HOMO, eV: -8.824
ΔE to the lowest compared entry with this formula, charge and spin, kcal/mol: 129.9
E, eV: -9704.95088

Entry 5:
Below is 2 unconnected molecules or ions with the total composition C5H13NO, with properties calculated with ωB97M-V with the def2-TZVPD basis set.

Geometry (Å):
1 C -1.864 1.118 -1.002
2 C -0.595 1.383 -1.305
3 C 0.426 1.697 -0.225
4 C 0.962 0.369 0.383
5 C 1.259 -0.692 -0.689
6 N 2.167 0.758 1.127
7 H -2.716 1.026 -1.659
8 H -2.104 1.152 0.059
9 H -0.184 1.481 -2.303
10 H 1.251 2.270 -0.666
11 H 0.060 2.351 0.569
12 H 0.191 -0.054 1.023
13 H 1.368 -1.734 -0.310
14 H 0.411 -0.892 -1.359
15 H 2.172 -0.521 -1.254
16 H 2.551 0.031 1.724
17 H 2.917 0.896 0.456
18 O -2.237 -3.588 1.233
19 H -1.933 -3.577 2.139
20 H -2.264 -2.656 0.947

Structure (SMILES): C=CC[C@@H](C)N.O
HOMO, eV: -9.328
ΔE to the lowest compared entry with this formula, charge and spin, kcal/mol: 38.5
E, eV: -8932.34057

Entry 6:
Below is 4 unconnected molecules or ions with the total composition C25H23N3O14S2, with properties calculated with ωB97M-V with the def2-TZVPD basis set.

Geometry (Å):
1 C -0.496 0.512 0.466
2 C -0.985 1.059 1.818
3 C 0.067 1.061 2.923
4 C 0.839 -0.165 2.965
5 N 1.466 -1.136 3.011
6 C 1.028 2.256 2.885
7 N 2.174 2.054 3.796
8 S 0.155 3.829 3.347
9 C 1.566 2.476 1.544
10 N 1.946 2.628 0.459
11 S -0.865 1.085 4.536
12 C -1.404 -0.609 4.839
13 O -2.051 1.866 4.335
14 O -0.038 1.506 5.625
15 H -1.115 -0.283 0.098
16 H 0.541 0.206 0.462
17 H -0.593 1.311 -0.258
18 H -1.784 0.407 2.153
19 H -1.445 2.029 1.711
20 H 2.122 2.733 4.539
21 H 3.019 2.269 3.285
22 H 1.237 4.621 3.429
23 H -1.331 -1.191 3.931
24 H -2.410 -0.519 5.215
25 H -0.779 -0.985 5.635
26 O 2.511 -4.765 -4.137
27 C 1.764 -3.896 -3.733
28 C 1.443 -2.695 -4.491
29 C 0.621 -1.775 -3.969
30 O 0.290 -0.662 -4.613
31 C 0.013 -1.945 -2.608
32 O -0.717 -1.068 -2.183
33 C 0.317 -3.149 -1.859
34 C 1.135 -4.072 -2.380
35 O 1.448 -5.194 -1.745
36 H 1.888 -2.585 -5.469
37 H -0.307 -0.173 -4.017
38 H -0.140 -3.257 -0.886
39 H 2.054 -5.677 -2.338
40 O 3.957 6.878 -5.135
41 C 3.228 6.116 -4.525
42 C 3.533 5.589 -3.208
43 C 2.683 4.740 -2.608
44 O 2.908 4.230 -1.411
45 C 1.403 4.309 -3.271
46 O 0.683 3.524 -2.686
47 C 1.088 4.856 -4.583
48 C 1.938 5.704 -5.174
49 O 1.706 6.238 -6.367
50 H 4.457 5.905 -2.745
51 H 2.140 3.637 -1.193
52 H 0.159 4.553 -5.044
53 H 2.476 6.807 -6.556
54 O -1.387 -2.738 0.965
55 C -2.223 -3.496 1.423
56 C -2.079 -4.171 2.700
57 C -3.040 -5.003 3.125
58 O -2.970 -5.647 4.281
59 C -4.276 -5.266 2.312
60 O -5.096 -6.045 2.752
61 C -4.427 -4.570 1.042
62 C -3.468 -3.737 0.620
63 O -3.548 -3.072 -0.527
64 H -1.183 -3.977 3.274
65 H -3.786 -6.178 4.342
66 H -5.327 -4.754 0.473
67 H -2.731 -2.543 -0.599

Structure (SMILES): CC[C@@](C#N)([C@](N)(S)C#N)S(C)(=O)=O.O=C1C=C(O)C(=O)C=C1O.O=C1C=C(O)C(=O)C=C1O.O=C1C=C(O)C(=O)C=C1O
HOMO, eV: -9.444
E, eV: -81100.33527

Entry 7:
Below is a molecular structure, C37H40BrN2O3Zr, with properties calculated with ωB97M-V with the def2-TZVPD basis set.

Geometry (Å):
1 Zr -0.141 0.195 -0.235
2 C 0.096 -5.307 5.686
3 C -1.285 -4.732 5.341
4 C -1.980 -4.346 6.647
5 C -2.125 -5.818 4.655
6 C -1.120 -3.540 4.399
7 C -0.509 -3.718 3.158
8 C -0.368 -2.643 2.316
9 Br 0.505 -2.880 0.643
10 C -0.808 -1.334 2.607
11 O -0.636 -0.385 1.724
12 C -1.394 -1.144 3.876
13 C -1.536 -2.255 4.713
14 C -1.879 0.208 4.431
15 C -3.382 0.120 4.737
16 C -1.116 0.511 5.732
17 C -1.671 1.409 3.503
18 H -0.003 -6.169 6.352
19 H 0.712 -4.555 6.182
20 H 0.626 -5.632 4.789
21 H -2.080 -5.231 7.280
22 H -2.979 -3.947 6.466
23 H -1.406 -3.601 7.202
24 H -2.241 -6.684 5.313
25 H -1.658 -6.157 3.730
26 H -3.117 -5.436 4.407
27 H -0.139 -4.684 2.841
28 H -2.001 -2.091 5.675
29 H -3.610 -0.666 5.459
30 H -3.945 -0.086 3.824
31 H -3.734 1.070 5.149
32 H -1.282 -0.250 6.496
33 H -1.435 1.476 6.136
34 H -0.043 0.564 5.536
35 H -2.222 1.313 2.571
36 H -0.620 1.548 3.255
37 H -2.019 2.307 4.026
38 C -1.559 -0.822 -1.603
39 C -0.983 0.386 -2.261
40 C 0.445 0.130 -2.807
41 C 0.934 1.319 -3.589
42 C 0.189 2.398 -3.865
43 C -1.196 2.518 -3.448
44 C -1.727 1.522 -2.701
45 H -1.342 -1.777 -2.093
46 H -2.619 -0.730 -1.351
47 H 0.396 -0.763 -3.456
48 H 1.959 1.267 -3.945
49 H 0.633 3.212 -4.431
50 H -1.771 3.398 -3.706
51 H -2.759 1.597 -2.366
52 C 1.479 -0.255 -1.649
53 H 1.860 -1.269 -1.778
54 H 2.320 0.440 -1.665
55 O -1.188 2.195 0.308
56 C -0.180 2.799 0.730
57 N -0.183 4.045 1.271
58 C 1.133 4.338 1.811
59 C 1.923 3.083 1.287
60 O 3.113 2.950 1.461
61 N 1.048 2.238 0.681
62 C 1.753 5.597 1.234
63 C 2.929 6.092 1.794
64 C 3.541 7.213 1.259
65 C 2.987 7.854 0.157
66 C 1.823 7.358 -0.409
67 C 1.210 6.231 0.125
68 C 1.073 4.361 3.334
69 C 1.490 3.287 4.111
70 C 1.323 3.313 5.490
71 C 0.740 4.408 6.106
72 C 0.327 5.489 5.337
73 C 0.499 5.464 3.962
74 H -1.032 4.459 1.617
75 H 3.365 5.584 2.644
76 H 4.457 7.585 1.700
77 H 3.465 8.731 -0.261
78 H 1.391 7.843 -1.275
79 H 0.314 5.831 -0.331
80 H 1.954 2.428 3.643
81 H 1.649 2.468 6.083
82 H 0.608 4.424 7.181
83 H -0.125 6.353 5.808
84 H 0.194 6.317 3.365

Total charge: -1
HOMO, eV: -2.965
ΔE to the lowest compared entry with this formula, charge and spin, kcal/mol: 41.5
E, eV: -119467.82266

Entry 8:
Below is a molecular structure, C8H13N, with properties calculated with ωB97M-V with the def2-TZVPD basis set.

Geometry (Å):
1 C 0.472 -1.854 -1.097
2 C -0.375 -0.550 -1.160
3 C 0.142 0.796 -0.676
4 C -1.159 1.590 -0.747
5 C -1.455 -0.542 -0.133
6 C -0.833 0.214 1.011
7 C 0.468 0.798 0.801
8 C 1.714 0.065 1.557
9 H 0.838 -2.094 -0.023
10 H 1.328 -1.645 -1.673
11 H -0.081 -2.782 -1.373
12 H -1.031 -0.424 -2.030
13 H 1.200 1.092 -1.107
14 H -0.990 2.609 -0.496
15 H -1.669 1.635 -1.709
16 H -2.128 -1.416 0.043
17 H -1.062 0.012 2.127
18 H 0.598 1.812 1.243
19 H 2.684 0.504 1.137
20 H 1.661 -1.020 1.386
21 H 1.619 0.370 2.651
22 N -1.940 0.829 0.268

HOMO, eV: -9.196
ΔE to the lowest compared entry with this formula, charge and spin, kcal/mol: 69.8
E, eV: -9993.81581